62
Properties=species:S:1:pos:R:3:forces:R:3:mulliken_spin:R:1 method="wB97M-V/def2-TZVPD" lumo_ev="-5.8 / -6.0" homo_lumo_gap_ev="7.28 / 6.14" charge=+2 spin_multiplicity=4
P 0.63504 -1.96370 -1.99302 0.240 0.101 -1.482 -0.0585
P -0.20323 2.38685 -1.28644 0.662 0.258 -0.377 -0.0106
C 0.89135 -0.24848 -2.71929 -0.233 -0.528 -0.159 -0.4337
C 0.97596 1.15039 -2.10482 0.204 0.685 0.178 -0.0098
H 0.35442 -0.09728 -3.70156 1.191 -0.340 1.455 0.3240
H 1.91323 -0.39434 -3.08737 -0.156 0.084 -0.117 0.0120
H 1.90576 1.18516 -1.50027 -0.668 0.401 0.083 -0.0011
H 1.18216 1.76866 -2.99329 0.270 -0.263 0.133 -0.0069
C -1.74625 2.90805 -2.10656 -0.489 -0.341 -0.390 0.0207
H -2.42469 3.35948 -1.35769 0.431 -0.333 -0.246 -0.0001
H -2.25566 2.06258 -2.58812 0.021 0.284 0.143 0.0003
H -1.53380 3.68679 -2.86082 -0.025 -0.553 0.274 0.0023
C 0.80743 3.91280 -1.56573 0.119 -0.131 0.173 -0.0009
H 0.42352 4.41866 -2.46047 0.189 -0.192 0.197 0.0000
H 1.86262 3.65054 -1.71908 -0.274 0.128 0.113 0.0003
H 0.73555 4.61099 -0.72068 -0.029 -0.241 -0.201 0.0001
C -0.66004 -3.03595 -2.70317 -0.363 0.178 0.193 0.0535
H -0.84001 -3.86812 -1.99922 0.232 0.329 -0.160 0.0005
H -0.38956 -3.45571 -3.68040 0.080 0.300 0.353 0.0045
H -1.60505 -2.50017 -2.80734 -0.008 0.003 0.006 -0.0140
C 2.17901 -2.82346 -2.46993 0.006 0.178 0.185 0.0067
H 2.98332 -2.08902 -2.60835 -0.146 -0.310 0.141 -0.0013
H 2.03942 -3.37649 -3.41912 -0.068 0.356 0.545 -0.0001
H 2.46704 -3.52553 -1.68557 0.014 -0.049 -0.074 -0.0004
Mn -0.80218 -0.22590 -4.86679 -3.123 -0.947 3.299 3.6540
C 0.19158 1.27252 -5.57837 -0.429 0.962 -0.511 -0.2239
C -1.26091 1.46028 -5.48442 0.891 1.920 -0.269 0.0296
C -2.20971 0.73405 -6.41795 -0.310 0.677 -0.053 -0.0092
C -1.78813 -0.70922 -6.90876 -0.827 -1.153 -1.042 0.0448
C -1.10264 -1.68372 -5.96630 1.706 -1.503 -0.135 -0.1534
C 0.35238 -1.58340 -5.64662 -0.905 -1.203 -0.526 -0.1471
C 1.33679 -0.81934 -6.46480 0.433 -0.138 -0.802 -0.0435
C 0.91984 0.63733 -6.74079 0.927 0.527 -0.378 -0.0723
C 0.33426 -1.85856 -0.24914 0.374 -0.040 0.654 0.0086
H 0.78331 1.96924 -4.98981 -0.049 0.100 -0.072 0.0324
H -1.63232 2.31894 -4.92182 -0.002 -0.218 -0.268 -0.0002
H -2.31466 1.30641 -7.32826 -0.075 0.109 -0.436 -0.0180
H -3.21893 0.72747 -5.98607 0.210 -0.160 0.086 0.0011
H -2.72247 -1.18985 -7.21887 0.090 0.172 0.055 0.0004
H -1.23093 -0.59188 -7.82758 0.240 0.032 -0.125 -0.0067
H -1.61704 -2.60795 -5.66781 0.068 0.490 -0.207 0.0082
H 0.79380 -2.39601 -5.04877 -0.340 0.107 -0.528 0.0021
H 1.51091 -1.31908 -7.42328 0.078 -0.010 -0.087 0.0000
H 2.30395 -0.85871 -5.95639 0.027 0.197 0.077 0.0047
H 1.84678 1.20470 -6.91606 -0.291 -0.068 -0.183 0.0037
H 0.33606 0.71573 -7.65947 0.073 -0.012 0.078 0.0001
H 1.16090 -1.30803 0.22831 -0.335 -0.150 -0.085 -0.0017
H 0.29699 -2.86691 0.17520 0.036 0.105 -0.028 -0.0005
H -0.62280 -1.36659 -0.03595 0.253 -0.058 -0.198 -0.0003
C 1.44854 2.52720 1.38849 -0.154 -0.009 -0.006 0.0001
Si -0.36364 2.24310 0.98049 0.135 0.161 0.929 -0.0010
C -0.91046 0.65779 1.80024 -0.081 -0.377 -0.508 0.0001
C -1.60810 3.59665 1.34284 0.265 -0.257 -0.182 0.0001
H 1.94865 1.56280 1.54646 -0.100 0.194 0.013 -0.0001
H 1.51779 3.09748 2.31950 0.093 -0.058 -0.040 0.0000
H 1.99987 3.07197 0.61974 -0.003 0.030 0.179 -0.0001
H -1.15871 0.90175 2.84589 0.012 -0.090 -0.341 0.0000
H -1.80058 0.23174 1.30832 0.163 0.103 0.388 0.0000
H -0.11486 -0.10436 1.80419 -0.318 0.351 0.114 0.0001
H -1.75554 3.61565 2.42353 -0.012 0.097 0.043 0.0000
H -1.27900 4.58298 1.02086 -0.036 0.091 0.017 0.0000
H -2.57881 3.37803 0.88462 0.118 0.018 0.115 0.0001

65
Properties=species:S:1:pos:R:3:forces:R:3:lowdin_charge:R:1 method="wB97M-V/def2-TZVPD" lumo_ev=0.5 homo_lumo_gap_ev=8.73 smiles="C[C@@H](O)CO[C@H]1COC(=O)O1.CCN(CC)CC.CCN(CC)CC"
C 1.75842 2.56013 2.65692 -0.206 -0.403 -0.425 -0.0259
C 1.64482 3.76763 1.76028 -0.093 -0.274 0.774 -0.4191
O 0.51832 4.55649 2.13237 0.101 -0.006 0.027 -0.0134
C 2.82123 4.68524 1.83530 0.280 0.079 -0.729 -0.1343
O 3.99893 3.99536 1.40291 -0.168 -0.543 -0.061 -0.0022
C 5.07595 4.80439 1.39753 0.953 0.131 0.176 -0.3716
C 6.07549 4.74512 2.52286 0.157 0.448 -0.514 -0.0318
O 7.03855 5.65901 1.94780 0.093 0.459 -0.074 0.0556
C 6.94180 5.53967 0.59565 0.992 0.354 -1.222 -0.5349
O 7.58215 6.16899 -0.21015 -0.863 -1.096 1.382 0.1597
O 5.98582 4.60095 0.29575 -0.109 0.517 -0.448 0.1142
H 1.06697 1.81675 2.28842 -0.324 -0.377 0.052 0.0736
H 2.73862 2.11213 2.58699 0.395 -0.040 0.091 0.0779
H 1.49383 2.76422 3.68151 0.083 0.313 0.379 0.0849
H 1.53401 3.41026 0.74885 0.073 0.012 -0.572 0.1465
H -0.11599 4.46658 1.42791 -0.484 0.134 -0.163 0.0896
H 2.63775 5.50449 1.15364 -0.006 0.446 -0.183 0.1373
H 2.94230 5.08822 2.82914 0.050 0.046 0.543 0.1413
H 4.84279 5.86613 1.31470 -0.874 0.231 0.131 0.1686
H 5.62394 5.11319 3.42808 0.403 0.280 0.520 0.1375
H 6.63418 3.83077 2.62144 -0.460 -0.763 0.308 0.1421
C 1.81190 -1.18357 -0.41360 -0.031 -0.024 -0.041 -0.0852
C 1.89243 -1.85156 0.95041 0.060 -0.067 -0.195 -0.2755
N 0.69677 -1.68386 1.75415 -0.057 0.113 0.171 -0.2002
C 0.87513 -2.10562 3.13299 0.091 0.075 0.229 -0.2521
C 1.15342 -3.58809 3.41401 -0.056 -0.012 0.066 -0.0852
C -0.54577 -2.09501 1.12530 -0.142 -0.013 -0.298 -0.2473
C -0.66643 -3.55563 0.66655 -0.185 0.006 0.017 -0.0755
H 1.60497 -0.11683 -0.31575 -0.051 -0.003 0.020 0.0725
H 2.76350 -1.29779 -0.93332 0.018 0.008 0.009 0.0747
H 1.04328 -1.62860 -1.04682 -0.002 0.009 -0.003 0.0611
H 2.72796 -1.39811 1.49004 -0.042 -0.060 0.149 0.1165
H 2.15179 -2.91249 0.80762 0.060 0.018 -0.029 0.1005
H -0.00396 -1.79688 3.70484 -0.074 -0.006 -0.082 0.1112
H 1.70320 -1.52112 3.54664 0.047 0.010 -0.097 0.1070
H 0.25577 -4.19692 3.32055 0.006 -0.027 -0.069 0.0550
H 1.51167 -3.70570 4.43848 0.006 0.030 0.003 0.0703
H 1.91840 -3.99722 2.75405 0.005 0.011 -0.022 0.0656
H -0.71579 -1.45010 0.25912 0.092 0.003 -0.007 0.0929
H -1.37322 -1.86475 1.80062 0.099 -0.004 0.143 0.1151
H 0.24007 -3.91877 0.18119 0.028 0.036 0.009 0.0693
H -1.48069 -3.64854 -0.05634 0.002 0.023 -0.006 0.0586
H -0.90407 -4.21960 1.49557 0.095 -0.064 -0.002 0.0556
C -5.27629 -2.36364 -0.99928 -0.006 -0.038 0.018 -0.0886
C -5.46562 -1.89424 -2.43377 -0.014 -0.170 0.096 -0.2754
N -4.44801 -0.95948 -2.87347 0.037 0.161 -0.067 -0.2003
C -4.76479 -0.32561 -4.14151 -0.124 0.179 -0.110 -0.2502
C -4.84439 -1.20316 -5.39766 0.047 0.051 -0.055 -0.0867
C -3.07690 -1.40891 -2.71508 0.193 -0.167 0.179 -0.2480
C -2.65984 -2.70104 -3.43230 0.173 0.053 -0.002 -0.0792
H -5.25074 -1.51809 -0.31094 0.051 0.026 -0.017 0.0799
H -6.10689 -3.00960 -0.71300 -0.017 0.004 -0.002 0.0732
H -4.36013 -2.94166 -0.87170 -0.004 -0.003 0.004 0.0567
H -6.43205 -1.38786 -2.49745 0.017 0.053 -0.110 0.1176
H -5.53547 -2.77935 -3.08613 -0.030 -0.010 0.017 0.1007
H -4.04280 0.47643 -4.31647 0.086 -0.046 0.053 0.1110
H -5.72762 0.18032 -4.01978 -0.033 -0.071 0.075 0.1085
H -3.85804 -1.48737 -5.76052 0.009 -0.068 0.029 0.0544
H -5.33092 -0.64822 -6.20206 -0.011 0.021 0.018 0.0697
H -5.42576 -2.11017 -5.23171 -0.003 -0.009 0.025 0.0651
H -2.88356 -1.53425 -1.64621 -0.088 -0.017 0.006 0.0884
H -2.40497 -0.60244 -3.01877 -0.123 0.081 -0.104 0.1147
H -3.41521 -3.48389 -3.35717 -0.035 0.024 0.018 0.0684
H -1.74294 -3.09063 -2.98390 -0.002 0.007 0.014 0.0644
H -2.44726 -2.52612 -4.48530 -0.082 -0.066 -0.044 0.0549

78
Properties=species:S:1:pos:R:3:forces:R:3:lowdin_charge:R:1 method="wB97M-V/def2-TZVPD" lumo_ev=-1.5 homo_lumo_gap_ev=7.73 smiles="NC(N)(N)CC1=C(P(=O)(O)O)C(=O)OC1=O.CCOP(=O)(OCC)OCC.CCOP(=O)(OCC)OCC"
N -4.55092 -4.63347 -0.68448 0.260 0.266 -0.374 0.1023
C -3.87428 -3.39531 -0.41201 0.454 0.068 0.588 -0.6682
N -2.53196 -3.74537 0.05934 0.013 0.257 0.138 0.0760
N -3.72609 -2.60113 -1.60050 -0.185 -0.566 -0.101 0.1134
C -4.56501 -2.59020 0.78983 -0.112 0.083 0.350 -0.0540
C -5.76010 -1.75175 0.53866 -0.427 -0.051 0.136 -0.0876
C -7.06377 -2.05364 0.38957 0.154 0.183 -0.126 -0.0795
P -7.81071 -3.67374 0.15364 -0.147 -0.554 -0.417 0.4594
O -7.18896 -4.79172 0.85011 -0.094 0.160 0.300 -0.2344
O -7.70433 -3.83370 -1.45017 0.005 0.231 0.296 -0.1145
O -9.36515 -3.50716 0.42142 0.476 0.162 0.052 -0.0847
C -7.80270 -0.76890 0.57460 0.339 -0.116 1.955 -0.4104
O -8.80290 -0.65256 1.21343 -0.749 0.172 -1.105 0.1759
O -6.95359 0.30139 0.34900 0.197 -0.580 0.323 0.1504
C -5.68976 -0.27057 0.28156 0.345 -0.148 -2.735 -0.3486
O -4.82645 0.22260 -0.38388 0.037 0.054 1.303 0.1739
H -5.39414 -4.51087 -1.22399 -0.071 -0.148 0.085 0.0508
H -4.73063 -5.16112 0.15710 -0.346 0.033 -0.036 0.0755
H -2.02021 -2.89507 0.28149 0.008 0.034 -0.137 0.0760
H -2.61564 -4.21252 0.95774 0.016 -0.272 -0.134 0.0786
H -2.88828 -2.04107 -1.58573 -0.110 0.196 -0.051 0.0860
H -4.54294 -2.05246 -1.81939 0.146 0.254 0.021 0.0677
H -3.81850 -1.95027 1.26338 0.054 0.090 -0.223 0.1223
H -4.86433 -3.32357 1.54370 0.035 -0.098 -0.092 0.1242
H -7.31122 -3.05941 -1.86438 -0.024 -0.004 -0.243 0.0773
H -9.66579 -2.62398 0.16484 -0.326 0.023 0.190 0.0785
C 1.92305 2.57003 -0.32176 0.004 0.027 0.027 -0.0652
C 0.57391 2.51787 0.37044 0.515 -0.189 0.119 -0.2643
O -0.27418 3.57220 -0.09529 0.207 -0.032 -0.343 -0.1862
P -1.08082 3.42337 -1.47027 -2.918 1.512 3.353 0.4431
O -1.50868 2.03665 -1.68333 1.459 -0.162 -1.814 -0.2127
O -2.43201 4.22818 -1.04797 0.415 0.040 -0.085 -0.2072
C -3.70677 3.80840 -1.54170 -0.245 -0.045 0.017 -0.2770
C -4.51935 3.18965 -0.42707 0.075 0.275 0.255 -0.0805
O -0.46092 4.56011 -2.36868 0.658 -1.318 -1.119 -0.1867
C -0.17314 5.86073 -1.80930 0.248 0.290 0.015 -0.2380
C 1.33227 6.10902 -1.77875 -0.017 0.225 -0.054 -0.0587
H 1.81259 2.49733 -1.40622 -0.021 -0.120 0.017 0.0787
H 2.56336 1.75422 0.01801 0.008 -0.015 -0.043 0.0649
H 2.42689 3.51327 -0.10611 -0.010 0.000 0.037 0.0750
H 0.10273 1.54242 0.24299 -0.166 0.110 -0.196 0.1096
H 0.70379 2.67107 1.44205 -0.118 0.150 -0.015 0.1163
H -3.59255 3.10307 -2.36547 0.088 -0.035 0.038 0.1078
H -4.20824 4.69664 -1.93206 0.068 0.038 0.012 0.1156
H -3.97997 2.35960 0.01842 0.035 -0.050 -0.108 0.0572
H -5.47844 2.82810 -0.79734 0.010 -0.004 -0.014 0.0731
H -4.70059 3.92176 0.36296 -0.035 0.063 -0.071 0.0801
H -0.61116 5.96421 -0.82116 -0.070 -0.226 0.023 0.1074
H -0.66823 6.57902 -2.45968 -0.078 -0.106 -0.059 0.1209
H 1.88550 5.19185 -1.96668 -0.049 -0.051 0.074 0.0678
H 1.64002 6.51379 -0.81507 0.015 -0.075 0.027 0.0773
H 1.62233 6.83360 -2.53956 0.030 -0.068 -0.047 0.0715
C 6.91208 -2.46207 -1.81020 0.141 0.045 0.143 -0.0756
C 5.79520 -2.64403 -0.80226 -0.163 -0.255 -0.403 -0.2683
O 6.17969 -2.20453 0.50190 0.541 0.339 -0.129 -0.1873
P 6.13226 -0.64780 0.89396 -2.618 -3.233 3.363 0.4564
O 4.95284 -0.04162 0.26340 1.559 1.773 -1.899 -0.2158
O 5.62602 -0.77721 2.43847 0.347 -0.051 -0.016 -0.2080
C 4.84622 0.30983 2.96427 0.093 0.195 0.145 -0.2871
C 3.36042 0.02760 2.98183 -0.018 -0.456 -0.102 -0.0784
O 7.64629 -0.33470 1.18304 -0.081 1.362 -1.409 -0.1865
C 8.45907 -1.27429 1.92573 0.364 -0.212 0.067 -0.2332
C 9.53607 -1.87504 1.02806 0.158 0.001 0.156 -0.0575
H 7.22284 -1.41593 -1.86559 -0.082 0.014 -0.073 0.0765
H 6.58761 -2.78126 -2.80073 -0.026 0.022 0.002 0.0795
H 7.78561 -3.05111 -1.52767 -0.013 -0.025 -0.004 0.0725
H 4.88916 -2.13313 -1.13039 0.039 0.159 0.148 0.1102
H 5.54902 -3.70142 -0.70621 0.040 0.011 0.132 0.1200
H 4.99770 1.21846 2.37833 0.191 -0.027 -0.001 0.1051
H 5.24315 0.48561 3.96508 -0.129 0.017 0.044 0.1163
H 3.02173 -0.20349 1.97184 -0.006 0.114 -0.022 0.0647
H 2.81707 0.89965 3.34915 0.023 -0.003 0.027 0.0754
H 3.11521 -0.83293 3.60612 0.060 0.053 0.095 0.0758
H 7.84418 -2.04654 2.37772 -0.215 0.069 -0.114 0.1086
H 8.90730 -0.70195 2.73513 -0.101 0.122 -0.032 0.1217
H 9.34155 -1.65661 -0.01934 -0.095 -0.038 0.002 0.0683
H 9.59106 -2.95535 1.15735 -0.057 -0.010 -0.061 0.0786
H 10.51757 -1.47068 1.27480 -0.009 0.052 -0.071 0.0725

Short version: energy = -2832.30562; -1195.48681; -2951.79063 hartree, in the order given.
Short version: energy relative to the best compared isomer or geometry (same formula, charge and spin) = 0.0; 7.4; 0.0 kcal per mole, in the order given.